Below is C34H55N4OP2PdS as an isolated structure at a distorted geometry, with properties calculated with ωB97M-V/def2-TZVPD.

For the energy relative to the best compared isomer or geometry (same formula, charge and spin), the calculation gives 0.000 eV. The expectation value of S² is 6.06. As for the gap between HOMO and LUMO (alpha / beta): 7.18 / 4.59 eV. The calculation puts the total energy at -77023.2486 eV. The total charge is +3. As for the HOMO energy (alpha / beta): -14.63 / -16.71 eV. As for the spin multiplicity: 5.

Structure (XYZ):
```
98
Properties=species:S:1:pos:R:3:forces:R:3:mulliken_charge:R:1
C -1.54338 -1.49847 -2.25340 0.25 0.22 0.07 -0.278
C 0.60679 -2.34412 -1.78570 -0.87 -0.30 -0.40 0.049
C -1.76016 -2.47292 -3.23091 0.14 -0.23 0.07 -0.851
C 0.35393 -3.45552 -2.64592 0.76 0.36 0.21 -1.101
C -0.81153 -3.49584 -3.38157 -0.50 0.03 0.04 -0.966
H -2.67959 -2.43385 -3.81081 0.25 -0.13 0.00 0.628
H 1.13368 -4.21518 -2.72042 -0.31 0.16 -0.22 0.602
H -1.00268 -4.31632 -4.06951 0.07 0.16 0.11 0.485
N -0.43747 -1.49340 -1.51049 0.57 -0.20 -0.49 1.809
P -2.46000 0.04875 -0.20178 -2.40 0.11 -1.33 1.169
P 2.26726 -0.66646 -0.26113 2.89 -1.10 -0.79 1.248
C -2.48934 -0.33334 -2.02094 0.67 -0.33 0.22 -1.337
H -2.09340 0.54189 -2.55079 0.01 -0.20 0.11 0.418
H -3.48782 -0.52319 -2.42293 0.17 0.00 0.25 0.857
C -0.03357 0.90920 2.00105 1.22 2.27 0.00 0.521
O 0.68157 1.84114 2.29926 -0.59 -1.24 0.02 -0.758
C 1.87984 -2.01546 -1.30374 -0.41 -1.75 -0.22 -1.588
H 2.71330 -2.63969 -1.67173 -0.42 0.28 0.42 0.902
C 3.63140 0.09424 -1.40888 -0.04 0.66 -0.13 1.495
C 3.08409 -1.35269 1.32792 -0.09 0.18 0.91 2.341
C -3.30240 1.72787 -0.17856 0.16 0.22 0.33 1.673
C -3.52938 -1.34848 0.48949 -0.13 -0.22 0.36 2.361
C 3.64368 1.59737 -1.10480 0.25 0.22 -0.11 -1.523
H 3.88682 1.79329 -0.05208 -0.03 0.01 -0.27 0.309
H 4.40732 2.08581 -1.72830 -0.18 -0.10 0.20 0.518
H 2.67746 2.06052 -1.32562 0.31 0.00 0.08 0.206
C 5.02618 -0.51571 -1.19739 0.21 -0.22 0.28 -1.871
H 5.44291 -0.34692 -0.20091 -0.06 -0.06 -0.31 0.405
H 5.03224 -1.58970 -1.42448 0.05 0.26 0.09 0.367
H 5.71221 -0.04300 -1.91843 -0.31 -0.02 0.19 0.525
C 3.32921 -0.18597 -2.89333 -0.27 0.03 -0.02 -1.364
H 4.05437 0.36675 -3.51219 -0.22 -0.14 0.27 0.597
H 3.42908 -1.25400 -3.12585 0.07 0.35 -0.05 0.408
H 2.32904 0.12766 -3.20048 0.24 -0.12 0.00 -0.260
C 3.79044 -0.16260 2.00272 -0.04 0.15 -0.02 -1.642
H 3.09177 0.66725 2.17973 0.17 -0.14 0.03 0.175
H 4.19105 -0.48931 2.97445 -0.12 0.05 -0.28 0.565
H 4.63046 0.21699 1.40774 -0.28 -0.11 0.30 0.234
C 1.98360 -1.89802 2.25320 -0.33 0.19 -0.11 -1.839
H 1.21067 -1.14369 2.45318 0.22 -0.24 0.08 0.200
H 1.49738 -2.77790 1.81033 0.08 0.13 0.14 0.360
H 2.43611 -2.19461 3.21339 -0.13 0.07 -0.35 0.640
C 4.05267 -2.52097 1.10438 0.21 -0.16 -0.56 -1.710
H 4.94510 -2.25976 0.53216 -0.25 -0.09 0.20 0.325
H 4.39629 -2.86224 2.09446 -0.21 0.14 -0.24 0.533
H 3.55239 -3.36445 0.61302 0.13 0.10 0.14 0.363
C -4.26645 -0.90075 1.76194 -0.05 -0.06 0.18 -1.525
H -4.79169 -1.77723 2.17383 0.15 0.26 -0.13 0.538
H -3.56503 -0.54807 2.52813 -0.37 -0.07 -0.19 0.071
H -5.01962 -0.12716 1.57283 0.23 -0.24 0.10 0.324
C -2.62693 -2.54470 0.85314 0.09 -0.02 -0.02 -1.488
H -2.12918 -2.96462 -0.02912 -0.09 0.03 0.20 0.312
H -1.86455 -2.27120 1.59374 -0.10 -0.08 -0.11 0.208
H -3.25797 -3.33278 1.29320 0.20 0.23 -0.16 0.566
C -4.56142 -1.83426 -0.54187 -0.16 0.03 -0.12 -1.676
H -5.20606 -2.58129 -0.05400 0.21 0.21 -0.11 0.543
H -5.20866 -1.02704 -0.90433 0.13 -0.26 0.06 0.267
H -4.08447 -2.32582 -1.39827 -0.15 0.05 0.20 0.355
C -2.53436 2.69617 -1.10157 0.07 -0.08 -0.06 -1.891
H -2.62721 2.42354 -2.16092 -0.03 0.15 0.24 0.361
H -2.96415 3.70396 -0.98216 0.16 -0.35 -0.01 0.624
H -1.46677 2.74158 -0.84793 -0.22 0.08 0.02 0.191
C -3.27858 2.30200 1.24712 -0.11 0.07 0.08 -1.551
H -2.25375 2.42540 1.62217 -0.22 0.08 -0.13 0.341
H -3.75770 3.29252 1.21828 0.18 -0.26 0.09 0.550
H -3.83738 1.68283 1.95810 0.13 0.19 -0.16 0.310
C -4.74741 1.60253 -0.67336 -0.23 0.04 -0.09 -1.580
H -4.80244 1.23572 -1.70565 -0.03 0.08 0.21 0.311
H -5.36636 0.96720 -0.03192 0.13 0.19 -0.19 0.332
H -5.19287 2.60745 -0.65877 0.09 -0.20 -0.03 0.532
Pd -0.12436 -0.01704 0.16412 -0.27 -0.47 0.81 -1.453
N 0.48329 1.11311 -1.41274 0.26 0.57 -3.66 0.094
C 0.59519 1.29782 -2.57776 -0.80 1.88 2.94 0.570
C 0.63793 2.15091 -3.73251 0.14 -0.41 -0.68 -0.054
C 0.43180 3.53627 -3.56739 0.01 0.29 0.00 -0.363
C 0.90221 1.62952 -5.00786 0.03 0.04 -0.16 0.016
C 0.53034 4.38729 -4.67341 -0.04 -0.26 0.31 -0.856
H 0.20357 3.93321 -2.57563 0.09 -0.07 -0.34 0.445
C 1.01650 2.49459 -6.09305 -0.01 -0.25 -0.07 -0.915
H 1.00835 0.54777 -5.11832 0.06 0.38 -0.17 0.490
C 0.85075 3.87472 -5.93639 -0.16 -0.22 0.31 -0.423
H 0.34738 5.45391 -4.54505 0.12 -0.29 0.00 0.437
H 1.22579 2.08987 -7.08152 -0.02 0.07 0.24 0.430
H 0.94512 4.53977 -6.80061 -0.04 -0.26 0.38 0.440
C 0.76956 1.53212 6.41788 0.51 0.10 0.58 -1.112
N 0.47310 1.09263 5.05717 -0.88 -0.48 -0.86 -0.019
C -0.39860 0.13503 4.74553 0.07 0.48 0.65 0.467
S -1.18761 0.11181 3.14178 -0.01 -0.54 1.15 0.175
N -0.80293 -0.81811 5.59156 0.11 0.42 -1.37 -0.198
C -0.05980 -1.31713 6.74999 -0.12 -0.14 0.59 -1.000
H -0.09968 1.39524 7.07878 0.33 0.04 -0.33 0.361
H 1.01604 2.59894 6.37331 -0.10 -0.31 0.04 0.372
H 1.63921 0.98711 6.81156 -0.32 0.34 0.03 0.365
H 0.72440 1.72411 4.28875 -0.15 -0.31 0.34 0.222
H -1.53840 -1.41178 5.20752 0.32 0.13 0.39 0.244
H -0.49982 -0.91957 7.67165 0.24 -0.16 -0.14 0.370
H -0.14462 -2.40804 6.76140 0.03 0.25 -0.01 0.338
H 0.99670 -1.04497 6.68518 -0.31 -0.10 -0.06 0.332
```
Positions in Å, forces in eV/Å.